P:
Molecular formula: C5H4S
Method: DFT, ωB97M-V/def2-TZVPD

**LUMO level**: 0.402 eV
**Net charge**: 0
**HOMO-LUMO gap**: 9.2 eV

CARTESIAN COORDINATES (ANGSTROEM)
S 0.35 -1.98 0.02
C -1.20 0.04 -1.27
C -0.45 1.22 0.97
C -0.85 0.63 -0.19
C 0.19 -0.42 -0.91
C 0.74 0.71 0.87
H 1.57 0.41 1.39
H 1.07 -0.04 -1.55
H -0.50 -2.49 -0.93
H -0.93 1.93 1.62

These are the Mulliken partial charges, in e, on atoms 1 to 5: -0.199, -0.794, -0.461, 0.794, -0.108

***

Q:
Molecular formula: C5H4S
Method: DFT, ωB97M-V/def2-TZVPD

**LUMO level (alpha / beta)**: -0.953 / -0.587 eV
**Net charge**: 0
**HOMO-LUMO gap (alpha / beta)**: 8.7 / 7.8 eV

CARTESIAN COORDINATES (ANGSTROEM)
S 1.45 -0.46 -1.40
C 0.61 -0.44 0.22
C 0.27 0.77 0.92
C -1.19 0.87 -1.32
C -0.23 -0.32 -1.03
C -0.65 1.05 -0.14
H 0.64 -1.38 0.84
H -0.13 0.38 1.82
H 0.93 1.61 0.81
H -1.71 -2.08 -0.73

These are the Mulliken partial charges, in e, on atoms 1 to 5: -0.146, -0.158, -0.213, -0.725, 0.077

***

Least stable: Q

***

P:
Molecular formula: C4H11N2O2
Method: DFT, ωB97M-V/def2-TZVPD

**LUMO level**: -3.374 eV
**Net charge**: +1
**HOMO-LUMO gap**: 10.4 eV
**SMILES**: NC(=O)C[C@H]([NH3+])CO

CARTESIAN COORDINATES (ANGSTROEM)
O 2.77 -0.10 -0.56
O -0.94 -1.64 0.77
N 1.11 1.86 -0.39
N -2.85 -0.46 1.02
C -1.61 -0.65 0.51
C -0.93 0.45 -0.33
C 1.39 -0.52 -0.76
C 0.56 0.48 0.01
H 3.25 -0.81 -0.12
H 1.15 -1.50 -0.35
H 2.10 1.69 -0.58
H -1.49 1.37 -0.12
H 0.58 2.14 -1.21
H 1.29 -0.47 -1.84
H 1.02 2.66 0.25
H 0.64 0.44 1.09
H -3.30 -1.31 1.27
H -3.50 0.27 0.77
H -1.13 0.21 -1.38

These are the Mulliken partial charges, in e, on atoms 1 to 5: -0.586, -0.572, -0.255, -0.405, 0.408

***

Q:
Molecular formula: C4H11N2O2
Method: DFT, ωB97M-V/def2-TZVPD

**LUMO level**: -3.331 eV
**Net charge**: +1
**HOMO-LUMO gap**: 10.4 eV
**SMILES**: CNC(=O)[C@@H]([NH3+])CO

CARTESIAN COORDINATES (ANGSTROEM)
O 0.17 2.12 0.76
O -0.95 -1.14 -2.26
N -1.49 1.24 -0.85
N 1.40 0.36 1.21
C -0.61 0.12 -0.26
C 0.09 -0.68 -1.43
C 1.33 -0.86 2.04
C 0.30 0.89 0.63
H -2.45 1.04 -0.58
H 1.93 1.15 1.62
H -0.78 -2.06 -2.50
H 0.75 -1.45 -0.97
H -1.45 2.23 -0.54
H 0.61 0.11 -1.97
H 0.97 -1.74 1.49
H -1.22 -0.67 0.24
H 0.52 -0.78 2.78
H -1.42 1.21 -1.91
H 2.30 -1.10 2.50

These are the Mulliken partial charges, in e, on atoms 1 to 5: -0.691, -0.489, -0.257, -0.185, -0.059

***

R:
Molecular formula: C4H11N2O2
Method: DFT, ωB97M-V/def2-TZVPD

**LUMO level**: -2.876 eV
**Net charge**: +1
**HOMO-LUMO gap**: 10.0 eV

CARTESIAN COORDINATES (ANGSTROEM)
O 2.47 -0.79 2.50
O -1.74 1.50 1.22
N -0.46 0.77 -0.86
N 1.32 0.06 0.17
C -0.20 -0.47 -1.38
C -1.13 -1.12 -2.25
C 0.99 -0.93 -0.73
C 0.46 1.13 0.13
H -2.01 2.39 1.57
H -1.38 1.24 -0.82
H 1.37 -1.87 -0.88
H 2.93 -0.04 2.97
H -0.94 -2.24 -2.31
H 2.09 -0.03 0.96
H 0.31 1.97 0.82
H -2.54 0.96 1.39
H -2.24 -0.83 -2.06
H -1.00 -0.60 -3.33
H 1.70 -1.09 2.88

These are the Mulliken partial charges, in e, on atoms 1 to 5: -0.692, -0.637, -0.097, -0.024, 0.593

***

Least stable: Q

***

P:
Molecular formula: C5H12O5RbS
Method: DFT, ωB97M-V/def2-TZVPD

**LUMO level**: 1.490 eV
**Net charge**: -1
**HOMO-LUMO gap**: 2.5 eV

CARTESIAN COORDINATES (ANGSTROEM)
Rb 1.94 -1.10 0.67
S -1.29 1.70 1.08
O -1.18 3.09 1.43
O 3.36 -1.58 -3.39
O -0.20 0.78 1.36
O -2.60 1.16 1.83
O 3.73 0.32 -1.06
C 4.80 -0.31 -1.66
C -2.82 -0.26 2.03
C -4.30 -0.49 1.90
C 4.44 -1.56 -2.57
C -1.88 1.45 -0.63
H -2.40 -0.46 3.02
H -4.64 -0.16 0.91
H -4.86 0.09 2.63
H 4.27 -2.31 -1.73
H -2.94 1.66 -0.63
H 5.35 -1.88 -3.13
H -4.49 -1.56 1.89
H -1.30 2.12 -1.27
H -2.20 -0.92 1.41
H 5.52 -0.71 -0.91
H -1.65 0.43 -0.92
H 5.29 0.48 -2.26

These are the Mulliken partial charges, in e, on atoms 1 to 5: 0.718, 1.014, -0.576, -0.875, -0.482

***

Q:
Molecular formula: C5H12O5RbS
Method: DFT, ωB97M-V/def2-TZVPD

**LUMO level**: 1.237 eV
**Net charge**: -1
**HOMO-LUMO gap**: 2.0 eV

CARTESIAN COORDINATES (ANGSTROEM)
Rb 1.59 1.89 0.29
S -0.27 -0.43 3.37
O -0.10 -0.37 4.84
O 1.46 1.45 -2.51
O 0.74 0.13 2.47
O 3.55 2.29 -4.97
O -0.68 -2.00 2.89
C 1.24 2.10 -3.71
C 2.36 2.93 -4.47
C -1.91 0.33 2.89
C -1.15 -2.20 1.52
C -0.79 -3.58 1.05
H -1.75 0.74 1.89
H 0.83 1.44 -4.47
H -1.25 -4.28 1.74
H -0.77 -1.45 0.83
H -2.14 1.10 3.62
H 0.41 2.80 -3.56
H 2.67 3.77 -3.84
H -2.71 -0.40 2.86
H 0.27 -3.84 1.05
H 1.78 3.39 -5.26
H -2.24 -2.14 1.46
H -1.14 -3.66 0.02

These are the Mulliken partial charges, in e, on atoms 1 to 5: 0.798, 1.030, -0.572, -0.757, -0.493

***

Least stable: Q

***

P:
Molecular formula: C3H5NOS
Method: DFT, ωB97M-V/def2-TZVPD

**LUMO level**: 0.629 eV
**Net charge**: 0
**HOMO-LUMO gap**: 9.1 eV
**SMILES**: S=C1NCCO1

CARTESIAN COORDINATES (ANGSTROEM)
S 1.61 0.50 -1.21
O -0.87 0.77 -0.18
N 0.17 -1.07 0.48
C -1.78 0.10 0.68
C 0.25 0.06 -0.29
C -0.87 -0.82 1.43
H -0.35 -0.25 2.30
H 1.04 -1.34 0.91
H -1.47 -1.60 1.93
H -2.52 -0.39 0.13
H -2.25 0.87 1.30

These are the Mulliken partial charges, in e, on atoms 1 to 5: -0.317, -0.293, -0.277, -0.370, 0.182

***

Q:
Molecular formula: C3H5NOS
Method: DFT, ωB97M-V/def2-TZVPD

**LUMO level**: 0.713 eV
**Net charge**: 0
**HOMO-LUMO gap**: 9.0 eV
**SMILES**: CC1=NSOC1

CARTESIAN COORDINATES (ANGSTROEM)
S -2.51 0.35 0.17
O -1.79 -1.27 0.13
N -1.08 1.10 0.29
C -0.48 -1.16 -0.34
C -0.07 0.36 0.04
C 1.29 0.89 0.22
H 1.32 1.95 0.48
H 1.90 0.50 -0.50
H 1.69 0.49 1.14
H 0.17 -1.94 -0.07
H -0.45 -1.24 -1.57

These are the Mulliken partial charges, in e, on atoms 1 to 5: 0.115, -0.410, -0.406, -0.169, 0.571

***

R:
Molecular formula: C3H5NOS
Method: DFT, ωB97M-V/def2-TZVPD

**LUMO level**: 0.007 eV
**Net charge**: 0
**HOMO-LUMO gap**: 8.7 eV
**SMILES**: C1OS[C@@H]2N[C@H]12

CARTESIAN COORDINATES (ANGSTROEM)
S -2.75 -0.54 0.17
O -2.05 1.03 -0.13
N 0.65 -1.09 0.78
C -0.73 -1.19 0.07
C -0.87 1.19 0.63
C 0.15 0.08 0.08
H -0.78 -1.89 -0.78
H 1.33 -1.70 0.32
H 0.85 0.28 -0.71
H -1.21 1.10 1.65
H -0.59 2.15 0.39

These are the Mulliken partial charges, in e, on atoms 1 to 5: -0.013, -0.323, -0.611, -0.330, -0.597

***

Least stable: R